Density functional theory data (ωB97M-V/def2-TZVPD) for C60H50NP3ScSi as an isolated structure.

XYZ file:
```
116
Properties=species:S:1:pos:R:3:forces:R:3
Sc 0.03480 -0.75950 -0.47910 -0.3 -0.3 -0.4
C -4.34430 -1.15130 -4.78010 0.0 0.0 0.0
C -2.99750 -0.86910 -4.61610 -0.1 0.0 0.0
C -2.52360 -0.47470 -3.37970 0.2 0.1 0.1
C -3.38560 -0.36760 -2.28800 0.3 -0.3 0.0
C -4.74060 -0.62660 -2.46520 0.1 0.0 0.1
C -5.21060 -1.01960 -3.70790 -0.1 0.0 0.0
P -2.59130 0.17020 -0.72200 -0.5 0.7 -0.3
C -3.89620 0.07890 0.54010 0.3 -0.3 0.2
C -4.66720 -1.07420 0.67650 0.1 0.1 0.0
C -5.60970 -1.16210 1.68450 -0.1 -0.1 0.0
C -5.77180 -0.11700 2.57880 0.0 0.1 0.0
C -4.98910 1.02190 2.46390 0.0 0.0 0.1
C -4.04410 1.11780 1.45750 0.0 0.0 -0.2
C -2.59070 1.96600 -1.08010 0.3 0.0 0.1
C -3.79810 2.56040 -1.43090 0.0 0.1 0.0
C -3.82980 3.88240 -1.83190 0.0 0.0 0.0
C -2.64450 4.59690 -1.92870 0.0 0.1 0.0
C -1.45050 4.01660 -1.54040 0.0 0.1 -0.1
C -1.40650 2.70650 -1.07500 0.6 -0.3 0.1
Si 0.11730 1.96880 -0.16040 -0.4 0.4 0.4
C 1.69870 3.01570 -0.48550 -0.7 -0.5 0.1
C 1.83970 4.37970 -0.27700 0.3 0.1 -0.1
C 3.02190 5.02540 -0.61410 -0.1 0.1 0.0
C 4.08110 4.31450 -1.15320 0.1 0.0 0.0
C 3.97700 2.94680 -1.33560 -0.1 -0.1 0.0
C 2.78470 2.31470 -1.01380 0.3 -0.1 0.3
P 2.55140 0.51520 -1.16100 -0.9 0.7 -0.6
C 3.84140 -0.01720 -2.31560 0.1 -0.2 -0.5
C 3.20590 -0.98010 -4.61290 -0.2 0.1 0.1
C 4.56930 -0.82150 -5.21380 -0.3 0.0 0.2
C 5.73480 -0.87870 -4.53250 0.3 0.1 -0.4
C 5.93410 -0.97050 -3.13210 -0.4 0.2 0.1
C 5.04660 -0.64240 -2.11950 0.4 0.0 0.3
C 0.67750 -0.82930 -2.59590 0.1 0.2 -0.2
C 0.85640 -2.13420 -2.87730 -0.4 0.2 -0.2
C 2.02150 -2.84760 -3.38590 0.2 -0.1 -0.1
C 3.05350 -2.38090 -4.08580 0.0 -0.2 0.0
C 3.02050 0.10280 -3.54910 0.4 -0.5 0.0
C 1.64820 0.27970 -2.81340 -0.4 0.2 0.2
C -0.47080 2.31050 1.65500 0.3 -0.4 -0.6
C -0.93230 3.57130 2.01590 0.0 0.2 0.1
C -1.29550 3.85400 3.32010 0.0 0.1 -0.1
C -1.18950 2.87820 4.30120 0.0 -0.1 0.1
C -0.75540 1.61190 3.96170 0.0 0.1 0.1
C -0.42460 1.32280 2.64090 -0.1 -0.1 -0.1
P 0.17730 -0.34280 2.20840 -0.1 0.6 0.6
C -0.91490 -1.49790 3.09060 0.1 -0.1 -0.3
C -0.46950 -2.81690 3.20190 0.0 0.1 0.0
C -1.29720 -3.78620 3.73370 0.0 -0.1 0.0
C -2.58540 -3.45850 4.12910 0.0 0.1 0.0
C -3.04050 -2.15560 3.99690 -0.2 -0.1 0.1
C -2.21680 -1.17640 3.47010 0.2 0.2 -0.1
C 1.72620 -0.26930 3.17260 0.1 -0.3 -0.2
C 2.67920 0.64120 2.71180 -0.1 -0.1 -0.1
C 3.86380 0.81370 3.39930 0.1 0.0 0.0
C 4.11610 0.06500 4.54100 0.0 0.0 0.0
C 3.17670 -0.84610 4.99410 0.1 0.0 0.1
C 1.97860 -1.01220 4.31880 -0.1 0.0 -0.2
H -4.71870 -1.46850 -5.74150 0.0 0.0 -0.1
H -2.31600 -0.96090 -5.44880 0.1 0.0 -0.1
H -1.46410 -0.25520 -3.25000 -0.2 -0.1 0.0
H -5.43340 -0.52700 -1.64240 0.0 0.0 0.0
H -6.26300 -1.22630 -3.83550 -0.1 0.0 0.0
H -4.53900 -1.89100 -0.01860 0.0 -0.1 0.0
H -6.21890 -2.04940 1.77000 0.0 -0.1 0.0
H -6.50780 -0.18810 3.36630 -0.1 0.0 0.0
H -5.11370 1.84000 3.15890 0.0 0.0 0.1
H -3.42720 2.00510 1.37700 0.0 0.0 0.0
H -4.71530 1.99030 -1.37200 -0.1 0.0 -0.1
H -4.77040 4.34880 -2.07970 -0.1 0.0 -0.1
H -2.65700 5.61590 -2.28570 0.0 0.1 0.0
H -0.53450 4.58750 -1.59350 0.1 0.1 0.0
H 1.03480 4.94640 0.16500 -0.1 0.1 0.0
H 3.11560 6.08840 -0.45300 0.0 0.1 0.0
H 4.99760 4.81940 -1.41600 0.1 0.1 0.0
H 4.80330 2.36830 -1.72540 0.1 0.1 0.0
H 2.44620 -0.82270 -5.38910 0.1 0.1 0.1
H 4.61140 -0.74040 -6.28990 0.2 0.0 -0.2
H 6.64380 -0.87990 -5.12120 0.0 0.0 0.0
H 6.93400 -1.23550 -2.82040 0.1 -0.1 0.1
H 5.39860 -0.73350 -1.09930 0.0 -0.1 0.1
H 0.02380 -2.81390 -2.66430 0.2 0.1 0.2
H 2.02640 -3.89710 -3.11560 0.1 -0.1 -0.1
H 3.85050 -3.05890 -4.36420 0.0 -0.2 0.0
H 3.23240 1.07450 -4.01570 0.1 0.3 0.2
H 1.13000 1.19340 -3.13960 0.1 -0.3 0.1
H -1.01120 4.34010 1.26020 -0.1 0.2 0.0
H -1.64890 4.84090 3.57580 0.0 0.1 0.1
H -1.44210 3.10780 5.32520 0.0 0.0 0.1
H -0.65950 0.84570 4.72060 0.0 0.0 0.1
H 0.52470 -3.07300 2.85550 0.0 -0.1 0.0
H -0.94370 -4.80250 3.82760 0.0 -0.1 0.0
H -3.23650 -4.21920 4.53490 0.0 0.0 0.0
H -4.04730 -1.89900 4.29800 0.0 0.0 0.0
H -2.59040 -0.16640 3.35390 0.0 -0.1 0.0
H 2.48300 1.22250 1.81420 0.0 0.0 0.1
H 4.59200 1.53090 3.04810 0.0 0.0 0.0
H 5.04450 0.19460 5.07620 0.1 0.0 0.1
H 3.37490 -1.43010 5.88120 0.0 0.0 0.1
H 1.24810 -1.71790 4.68690 0.0 0.0 0.0
C 2.83980 -2.63910 0.27380 0.0 0.1 -0.1
C 1.54780 -3.37660 0.16440 0.4 -0.6 0.3
C 1.34910 -4.74580 0.15590 0.5 0.7 0.0
C -0.03110 -4.95280 0.02200 -0.6 0.4 -0.1
C -0.61570 -3.70640 -0.05010 -0.3 -0.3 0.0
C -2.06250 -3.36220 -0.21770 0.2 0.1 0.1
N 0.34640 -2.72600 0.04650 0.0 -0.7 0.3
H 3.59820 -3.29570 0.69790 0.1 0.1 0.0
H 2.74260 -1.74660 0.90940 0.1 -0.2 -0.1
H 3.19140 -2.31500 -0.71660 0.0 0.0 0.1
H 2.10850 -5.49900 0.22330 0.2 -0.1 0.1
H -0.53910 -5.89710 -0.01570 -0.2 -0.2 0.0
H -2.65200 -4.27740 -0.21860 -0.1 0.0 0.0
H -2.24820 -2.84150 -1.17060 -0.1 -0.1 0.1
H -2.41260 -2.73030 0.60880 -0.1 0.0 0.0
```
Positions in Å, forces in eV/Å.

Values from the calculation:
Spin multiplicity ... 1
Net charge ... +1
HOMO-LUMO gap ... 3.82 eV

These are the natural (NBO) partial charges, in e, on atoms 1 to 99:
1 Sc 1.64
2 C -0.18
3 C -0.22
4 C -0.14
5 C -0.35
6 C -0.20
7 C -0.21
8 P 0.80
9 C -0.35
10 C -0.23
11 C -0.15
12 C -0.22
13 C -0.20
14 C -0.20
15 C -0.33
16 C -0.12
17 C -0.22
18 C -0.19
19 C -0.22
20 C -0.42
21 Si 0.81
22 C -0.46
23 C -0.12
24 C -0.21
25 C -0.19
26 C -0.21
27 C -0.34
28 P 0.91
29 C 0.01
30 C -0.34
31 C 0.05
32 C -0.32
33 C 0.04
34 C -0.33
35 C -0.56
36 C -0.19
37 C -0.22
38 C -0.19
39 C -0.33
40 C -0.48
41 C -0.42
42 C -0.22
43 C -0.18
44 C -0.22
45 C -0.13
46 C -0.35
47 P 0.80
48 C -0.39
49 C -0.19
50 C -0.19
51 C -0.19
52 C -0.23
53 C -0.13
54 C -0.35
55 C -0.20
56 C -0.19
57 C -0.20
58 C -0.21
59 C -0.15
60 H 0.22
61 H 0.22
62 H 0.23
63 H 0.22
64 H 0.22
65 H 0.23
66 H 0.22
67 H 0.22
68 H 0.22
69 H 0.24
70 H 0.21
71 H 0.22
72 H 0.22
73 H 0.21
74 H 0.20
75 H 0.22
76 H 0.22
77 H 0.21
78 H 0.25
79 H 0.23
80 H 0.24
81 H 0.23
82 H 0.24
83 H 0.21
84 H 0.23
85 H 0.21
86 H 0.28
87 H 0.25
88 H 0.21
89 H 0.22
90 H 0.22
91 H 0.21
92 H 0.23
93 H 0.23
94 H 0.22
95 H 0.22
96 H 0.22
97 H 0.22
98 H 0.22
99 H 0.22